1.
{
  "formula": "C6H11NO2",
  "method": "ωB97M-V/def2-TZVPD",
  "molar_mass_g_mol": 129.2,
  "e_above_lowest_kj_mol": 84.6,
  "e_homo_ha": -0.3472,
  "smiles": "C/N=C(\\C)[C@H](C)C(=O)O",
  "gap_ev": 10.261,
  "lumo_energy_ev": 0.81,
  "species": ["C", "N", "C", "C", "C", "C", "C", "O", "O", "H", "H", "H", "H", "H", "H", "H", "H", "H", "H", "H"],
  "xyz": [[-0.9135, 2.2439, 0.9572], [-0.7922, 0.9938, 0.2670], [0.0637, 0.1061, 0.5449], [1.1911, 0.1893, 1.5334], [-0.1043, -1.1533, -0.2633], [1.1635, -1.5962, -0.9911], [-1.2680, -0.7772, -1.2324], [-2.3931, -1.1942, -1.1408], [-0.8280, -0.1189, -2.3152], [-1.2396, 2.9880, 0.2311], [0.0040, 2.5845, 1.4335], [-1.6909, 2.1508, 1.7056], [2.0304, 0.7678, 1.1220], [1.5490, -0.8011, 1.7925], [0.8571, 0.6806, 2.4511], [-0.4912, -1.9474, 0.3855], [0.9160, -2.3805, -1.7075], [1.9141, -1.9680, -0.2921], [1.5946, -0.7631, -1.5419], [-1.5626, -0.0049, -2.9396]],
  "atomic_forces_ev_per_a": [[0.4, 0.2, -0.2], [-0.2, -0.2, 0.3], [0.0, 0.2, -0.1], [-0.1, 0.3, 0.2], [-0.7, 0.5, -0.6], [-0.2, 0.0, 0.0], [0.3, -1.5, -0.1], [0.1, 0.2, 0.2], [0.3, 0.3, -0.4], [0.0, 0.1, 0.1], [0.1, 0.1, 0.1], [-0.2, 0.0, 0.2], [-0.2, -0.2, 0.1], [0.1, -0.1, 0.0], [0.1, 0.0, -0.1], [0.1, 0.1, -0.1], [0.2, 0.0, 0.1], [-0.1, -0.1, 0.0], [0.0, 0.0, -0.1], [0.0, -0.1, 0.3]]
}

***

2.
{
  "formula": "C6H11NO2",
  "method": "ωB97M-V/def2-TZVPD",
  "molar_mass_g_mol": 129.2,
  "e_above_lowest_kj_mol": 705.3,
  "e_homo_ha": [-0.2884, -0.2735],
  "smiles": "C=C(C)C(N)=O.CC=O",
  "gap_ev": [6.346, 5.232],
  "lumo_energy_ev": [-1.50, -2.21],
  "species": ["C", "C", "C", "C", "N", "O", "H", "H", "H", "H", "H", "H", "H", "C", "C", "O", "H", "H", "H", "H"],
  "xyz": [[-1.1681, 1.0833, 1.4333], [-0.7654, 0.1806, 0.5243], [-1.6182, -1.0376, 0.2803], [1.0307, -0.1894, 0.9429], [1.2739, -1.5037, 0.9712], [1.6937, 0.7009, 1.3762], [-1.4678, 2.0978, 1.1993], [-0.9658, 1.0733, 2.5003], [-2.6250, -0.7490, -0.0384], [-1.1988, -1.6456, -0.5277], [-1.7300, -1.6597, 1.1716], [0.6443, -2.1820, 0.5767], [2.1028, -1.8324, 1.4491], [1.3109, 0.5284, -1.7325], [-0.2203, 1.0407, -1.2652], [-0.3339, 2.2822, -1.2060], [1.3460, 0.8407, -2.7750], [2.0961, 1.0537, -1.1883], [1.4382, -0.5544, -1.7090], [-0.8436, 0.4722, -1.9831]],
  "atomic_forces_ev_per_a": [[0.0, 2.6, 1.5], [2.7, -1.7, -2.0], [0.2, -0.5, -0.3], [-2.2, 0.9, 0.9], [0.1, -0.5, -0.2], [0.0, -0.4, -0.5], [0.0, 0.2, -0.7], [-0.3, -0.8, 0.3], [0.2, 0.1, 0.1], [0.0, 0.0, 0.0], [0.0, 0.0, 0.1], [0.0, 0.2, 0.1], [0.0, 0.1, -0.2], [-1.6, 0.5, 1.0], [2.5, 0.4, -1.8], [-0.5, -0.7, 0.8], [-0.1, 0.1, 0.0], [-0.1, -0.1, 0.1], [0.0, 0.0, 0.1], [-0.9, -0.2, 0.7]]
}

***

3.
{
  "formula": "C6H11NO2S",
  "method": "ωB97M-V/def2-TZVPD",
  "molar_mass_g_mol": 161.2,
  "e_above_lowest_kj_mol": 647.7,
  "e_homo_ha": [-0.3264, -0.2940],
  "gap_ev": [8.477, 6.844],
  "lumo_energy_ev": [-0.40, -1.16],
  "species": ["C", "C", "C", "C", "C", "C", "N", "O", "O", "S", "H", "H", "H", "H", "H", "H", "H", "H", "H", "H", "H"],
  "xyz": [[-2.2401, -0.8038, -1.9279], [-0.4902, 2.2217, -1.3370], [2.4936, -1.8694, 1.8633], [1.1727, -2.3423, 1.2892], [2.1318, -1.4958, 0.4451], [-0.4271, 3.5798, -0.6633], [-1.2149, -0.0612, -1.8953], [-1.6139, 0.7651, 0.5414], [1.9261, -0.2765, 0.0659], [-0.6217, 0.7066, -0.5575], [-2.5347, -1.1867, -2.8546], [-2.9390, -0.9502, -1.1148], [-0.0453, 2.0970, -2.2458], [2.4387, -1.0126, 2.4477], [3.4634, -2.4164, 2.1505], [1.0419, -3.4015, 0.8930], [0.4040, -1.8178, 1.6593], [2.6367, -2.1165, -0.2051], [0.4212, 4.1678, -1.0540], [-1.1644, 4.3231, -0.7625], [-0.4036, 3.4345, 0.4990]],
  "atomic_forces_ev_per_a": [[0.3, 1.4, 1.3], [-1.1, 1.9, 1.8], [0.9, -1.5, 0.5], [3.5, -2.6, -0.7], [0.1, 0.0, -0.5], [1.5, -1.5, 2.3], [-0.1, -0.6, -1.3], [0.3, 0.0, 0.0], [-0.2, 0.6, 0.6], [-0.9, -0.1, 1.4], [-0.2, -0.8, -1.4], [0.1, 0.0, 0.6], [1.0, -0.1, -2.5], [-0.5, 1.3, 1.3], [-1.8, 0.3, -1.1], [0.1, 1.7, 0.8], [-3.0, 1.5, 1.2], [1.1, -1.3, -1.9], [0.3, -0.6, 0.5], [-2.0, 0.2, -0.7], [0.4, 0.3, -2.1]]
}

***

4.
{
  "formula": "C6H11NO3",
  "method": "ωB97M-V/def2-TZVPD",
  "molar_mass_g_mol": 145.2,
  "e_above_lowest_kj_mol": 414.8,
  "e_homo_ha": -0.3408,
  "smiles": "CC(=O)CCO/N=C(\\C)O",
  "gap_ev": 10.143,
  "lumo_energy_ev": 0.87,
  "species": ["C", "C", "O", "C", "C", "O", "N", "C", "C", "O", "H", "H", "H", "H", "H", "H", "H", "H", "H", "H", "H"],
  "xyz": [[-1.6649, 0.4771, -2.1819], [-0.4665, -0.4602, -1.8010], [-0.5909, -1.6208, -1.5795], [0.7488, 0.3967, -1.7403], [0.7689, 1.3486, -0.5547], [1.1909, 0.6279, 0.6787], [0.1614, -0.4465, 0.7922], [0.0172, -0.9365, 1.9390], [0.7942, -0.6717, 3.1491], [-0.7994, -1.9724, 2.0542], [-1.6109, 1.3098, -1.4246], [-2.5602, 0.0412, -2.1536], [-1.4088, 0.9666, -3.1560], [0.8459, 0.9532, -2.6521], [1.6253, -0.1849, -1.8322], [1.5392, 2.1317, -0.6259], [-0.3030, 1.8115, -0.4560], [0.5667, -1.3512, 3.9301], [0.6737, 0.3457, 3.3861], [1.8359, -0.9179, 2.9426], [-1.3634, -1.8480, 1.2859]],
  "atomic_forces_ev_per_a": [[4.5, 2.2, 0.3], [-2.2, 2.0, -0.7], [0.3, -1.1, -0.3], [0.8, 0.1, 0.0], [-0.5, -0.2, 1.5], [-2.5, -0.5, -0.7], [0.8, 2.2, -1.0], [1.8, -0.3, 0.6], [1.3, -0.7, -0.6], [-1.3, -0.1, 0.0], [-0.5, -0.8, -0.9], [-3.5, -1.8, -0.1], [-0.5, -0.5, 0.7], [-0.6, 0.8, -0.6], [1.2, -1.0, 0.8], [-0.4, -0.2, -0.2], [2.3, -0.6, 0.4], [-0.8, -0.3, 0.8], [0.2, 1.3, 0.7], [0.2, 0.6, -0.2], [-0.5, -0.8, -0.5]]
}

***

5.
{
  "formula": "C6H11NO3S",
  "method": "ωB97M-V/def2-TZVPD",
  "molar_mass_g_mol": 177.2,
  "e_above_lowest_kj_mol": 95.4,
  "e_homo_ha": -0.3620,
  "smiles": "CCCN1CCS(=O)(=O)C1=O",
  "gap_ev": 10.380,
  "lumo_energy_ev": 0.53,
  "species": ["C", "C", "C", "N", "C", "C", "S", "O", "O", "C", "O", "H", "H", "H", "H", "H", "H", "H", "H", "H", "H", "H"],
  "xyz": [[-3.3346, -0.5094, 0.4080], [-1.8132, -0.3155, 0.6049], [-0.9923, -0.2667, -0.6744], [0.4108, -0.0497, -0.4510], [0.9695, 1.2805, -0.1612], [2.4828, 1.2001, -0.2921], [2.8605, -0.4659, 0.2655], [3.9126, -1.0213, -0.5750], [2.9150, -0.4915, 1.7173], [1.2100, -1.1031, -0.2683], [1.0123, -2.2694, -0.4004], [-3.8718, -0.5072, 1.3586], [-3.7301, 0.2884, -0.2012], [-3.5856, -1.4477, -0.0594], [-1.6998, 0.6471, 1.1453], [-1.3532, -1.1520, 1.1851], [-1.3618, 0.5384, -1.3391], [-1.1134, -1.1748, -1.2558], [0.5165, 2.0023, -0.8671], [0.6966, 1.5845, 0.8533], [3.0526, 1.8816, 0.3347], [2.8167, 1.3513, -1.3277]],
  "atomic_forces_ev_per_a": [[0.7, -0.1, 0.3], [0.0, -0.2, 0.7], [-1.2, 0.9, -0.9], [0.4, 0.3, 0.1], [-0.7, 0.3, 0.1], [0.3, 0.0, -0.2], [0.9, 0.0, -0.7], [-1.0, 0.3, 1.1], [0.0, 0.0, -1.0], [1.0, 0.3, 0.2], [-0.5, -0.9, -0.1], [0.2, 0.1, 0.0], [-0.2, 0.3, -0.2], [0.1, -0.4, -0.3], [0.3, -0.6, -0.1], [-0.6, 0.7, 0.0], [0.2, -0.2, 0.3], [0.1, -0.3, 0.1], [0.3, -0.3, 0.3], [0.0, 0.0, 0.0], [-0.3, 0.1, 0.2], [-0.1, -0.4, 0.3]]
}

***

6.
{
  "formula": "C6H11NO4",
  "method": "ωB97M-V/def2-TZVPD",
  "molar_mass_g_mol": 161.2,
  "e_above_lowest_kj_mol": 371.4,
  "e_homo_ha": -0.3042,
  "gap_ev": 8.757,
  "lumo_energy_ev": 0.48,
  "species": ["C", "C", "C", "C", "C", "C", "N", "O", "O", "O", "O", "H", "H", "H", "H", "H", "H", "H", "H", "H", "H", "H"],
  "xyz": [[0.6587, -0.9292, 0.2097], [-0.4382, -1.1283, -0.5650], [-0.3644, -2.0433, -1.7161], [-1.5098, -0.1578, -0.3370], [0.9554, 0.0225, 1.2736], [1.2061, 1.9247, 0.5432], [-1.2014, -1.8461, -2.7584], [0.4733, -2.9585, -1.5837], [2.1190, -0.1050, 2.0274], [2.5095, 2.2478, 0.5953], [0.4904, 2.7376, 1.3984], [1.4415, -1.6061, -0.0167], [-1.6122, 0.4175, 0.5772], [-2.4879, -0.5254, -0.5960], [-1.4238, 0.5882, -1.1119], [0.1569, 0.2429, 1.9164], [0.9117, 2.1880, -0.5499], [-1.7833, -1.0250, -2.9953], [-0.9886, -2.6358, -3.3584], [2.4661, -1.0174, 1.9013], [2.7299, 1.6900, 1.3345], [1.0688, 2.9802, 2.1657]],
  "atomic_forces_ev_per_a": [[0.0, -1.2, -0.7], [1.3, 2.1, 2.4], [1.5, -0.4, 2.6], [-1.8, 0.8, -1.5], [0.2, 3.3, -2.0], [-1.7, -0.6, -1.7], [0.5, -0.9, -0.3], [-1.6, 0.7, -1.8], [0.5, -1.4, -0.4], [0.9, -0.7, 0.1], [-0.3, 0.3, 1.1], [1.1, -0.6, -0.3], [0.5, -0.4, 0.3], [-0.6, -0.6, 0.3], [0.3, 0.8, -0.4], [-1.2, 0.4, 0.8], [-0.3, -1.2, 1.8], [0.9, -1.1, 0.4], [-0.8, 0.6, -0.9], [-0.1, 1.0, 0.1], [1.7, -0.6, 0.9], [-0.7, -0.3, -1.0]]
}